# C31H23ClN7O9S2Ti

A structure of composition C31H23ClN7O9S2Ti (ωB97M-V with the def2-TZVPD basis set, the Open Molecules 2025 dataset).

Properties
Kohn-Sham gap (alpha / beta) ... 6.3 / 7.4 eV
Net charge ... -1
Lowest unoccupied orbital energy (alpha / beta) ... 1.700 / 1.726 eV
Multiplicity ... 3

Each line ends with the Löwdin charge.
Atoms and positions in Å:
1 Ti 0.84775 -0.12223 0.41226  1.093
2 N 1.98996 -2.85808 -4.15495  0.118
3 C 0.99009 -2.04091 -4.53335  -0.684
4 N 0.66294 -0.95410 -3.92043  0.107
5 C -0.47925 -0.39363 -4.46242  -0.324
6 C -1.09080 0.77425 -4.01587  -0.017
7 C -2.25349 1.20500 -4.63171  -0.084
8 C -2.81187 0.49492 -5.69308  -0.104
9 C -2.20795 -0.66368 -6.16180  -0.107
10 C -1.04775 -1.09461 -5.53870  -0.497
11 S -0.08805 -2.51499 -5.86829  1.033
12 H 2.64888 -2.51505 -3.44416  0.065
13 H 2.32913 -3.54191 -4.80701  0.090
14 H -0.65711 1.32047 -3.18817  0.115
15 H -2.74137 2.10224 -4.27345  0.105
16 H -3.72360 0.84746 -6.15736  0.096
17 H -2.63610 -1.21666 -6.98806  0.101
18 O 3.73426 -1.64640 -2.24736  0.036
19 C 3.05053 -0.92845 -1.52462  -0.549
20 O 2.02482 -1.30671 -0.83610  -0.130
21 C 3.34552 0.53614 -1.32110  -0.105
22 C 4.56833 1.11489 -1.03890  0.069
23 C 4.55864 2.42247 -0.54989  -0.117
24 C 3.40965 3.11696 -0.21739  0.096
25 C 2.19298 2.48268 -0.46708  -0.174
26 C 2.19813 1.28355 -1.16129  -0.049
27 N 0.98871 2.82954 0.12463  -0.311
28 O 0.14848 1.79199 0.34724  -0.214
29 O 0.76271 3.94905 0.62371  0.014
30 N 5.85443 3.06404 -0.26409  -0.345
31 O 5.84473 4.17281 0.23275  0.073
32 O 6.86375 2.45062 -0.54842  0.072
33 H 5.49795 0.57471 -1.13093  0.133
34 H 3.45923 4.06461 0.29568  0.130
35 H 1.25494 0.85510 -1.49530  0.103
36 S 4.84912 0.33473 3.08217  0.511
37 C 3.45130 0.32719 2.28590  -0.943
38 N 2.42762 0.34209 1.71052  0.017
39 N -1.84467 -2.27978 -2.21393  0.157
40 C -0.68854 -1.94377 -1.59989  -0.137
41 N -0.79525 -0.83599 -0.91248  0.065
42 C -2.10831 -0.40344 -1.08166  -0.208
43 C -2.74493 0.73384 -0.59275  0.008
44 C -4.05885 0.92712 -0.97471  -0.082
45 C -4.72360 0.02074 -1.81503  -0.100
46 C -4.09909 -1.11268 -2.29882  -0.026
47 C -2.77915 -1.30624 -1.91259  -0.196
48 H -1.96354 -3.06107 -2.83385  0.160
49 H 0.22055 -2.52069 -1.65949  0.133
50 H -2.21191 1.42556 0.04611  0.107
51 H -4.59170 1.79922 -0.61894  0.100
52 H -5.75146 0.21605 -2.09296  0.096
53 H -4.60989 -1.80238 -2.95808  0.107
54 C -3.19836 -0.34585 5.97647  -0.035
55 C -1.72663 -0.04617 5.97201  -0.197
56 C -1.16760 0.87139 6.84361  -0.075
57 C 0.19191 1.14478 6.80237  -0.669
58 Cl 0.86435 2.30084 7.92096  0.631
59 C 1.00899 0.52088 5.88372  -0.086
60 C 0.46360 -0.40674 5.00498  0.011
61 C -0.89206 -0.69593 5.05485  -0.221
62 O -1.52164 -1.61007 4.25669  -0.026
63 C -0.73245 -2.34444 3.35575  -0.089
64 C -0.21857 -1.53947 2.17793  -0.630
65 O 0.58161 -2.08826 1.37855  -0.042
66 O -0.54866 -0.33757 2.02419  -0.033
67 H -3.70504 0.21992 6.75724  0.074
68 H -3.38275 -1.40923 6.13556  0.081
69 H -3.63910 -0.08763 5.01227  0.087
70 H -1.79514 1.38268 7.56240  0.106
71 H 2.06166 0.76156 5.83084  0.109
72 H 1.11328 -0.85385 4.26591  0.112
73 H -1.35410 -3.15462 2.97566  0.142
74 H 0.12980 -2.79882 3.85353  0.141

# C31H23N3OPPdS

A structure of composition C31H23N3OPPdS at a distorted geometry (ωB97M-V with the def2-TZVPD basis set, the Open Molecules 2025 dataset).

Properties
Kohn-Sham gap ... 5.9 eV
Net charge ... +1
Lowest unoccupied orbital energy ... -3.806 eV

Each line ends with the Löwdin charge.
Atoms and positions in Å:
1 Pd 0.46024 -0.26165 0.58342  0.662
2 N 0.76644 -3.84875 -1.95638  0.120
3 C -0.39516 -4.58955 -2.12688  -0.246
4 C -0.36266 -5.78335 -2.83738  -0.017
5 C -1.49806 -6.56795 -2.93968  -0.070
6 C -2.67546 -6.17635 -2.32108  -0.075
7 C -2.72986 -4.97555 -1.63108  -0.093
8 C -1.60386 -4.17335 -1.55858  -0.441
9 S -1.70306 -2.53815 -0.87508  0.974
10 N -0.10876 -2.11865 -0.62308  -0.353
11 C 0.91544 -2.81065 -1.07248  -0.325
12 C 2.24274 -2.45245 -0.62178  -0.179
13 C 3.35884 -3.29125 -0.79248  0.007
14 C 4.59284 -2.88335 -0.34438  -0.028
15 C 4.70944 -1.64965 0.30432  -0.022
16 C 3.56614 -0.90105 0.49332  -0.104
17 N 2.37264 -1.26695 0.03262  0.038
18 H 1.59234 -4.19975 -2.41768  0.137
19 H 0.55884 -6.09295 -3.30658  0.115
20 H -1.45446 -7.49545 -3.48788  0.110
21 H -3.55276 -6.79875 -2.38718  0.109
22 H -3.64496 -4.65335 -1.16068  0.109
23 H 3.25814 -4.26525 -1.24728  0.114
24 H 5.46094 -3.51095 -0.47768  0.120
25 H 5.66284 -1.28495 0.64952  0.114
26 H 3.60134 0.04585 1.02482  0.110
27 O 0.12904 -1.36475 2.97292  0.131
28 C -0.08636 -0.27645 2.52792  -0.301
29 C -0.77496 0.88625 3.06472  -0.220
30 C -0.81266 1.09265 4.45092  0.003
31 C -1.43276 2.22075 4.95352  -0.050
32 C -2.04836 3.12875 4.10252  -0.037
33 C -2.01786 2.93425 2.72922  -0.051
34 C -1.34796 1.84475 2.20092  -0.317
35 P -1.13796 1.53985 0.42042  1.064
36 C -2.01036 2.92875 -0.39188  -0.378
37 C -3.29196 2.69315 -0.88168  -0.097
38 C -3.98176 3.69985 -1.53408  -0.069
39 C -3.38986 4.94225 -1.70358  -0.066
40 C -2.11576 5.18235 -1.20978  -0.065
41 C -1.42126 4.18025 -0.55438  -0.083
42 C 0.64174 2.03045 0.21932  -0.454
43 C 1.15934 1.87525 -1.08418  -0.131
44 C 2.45944 2.25165 -1.37148  -0.075
45 C 3.26954 2.76965 -0.36948  -0.081
46 C 2.78144 2.89445 0.92402  -0.081
47 C 1.48114 2.52805 1.22702  -0.085
48 H -0.35876 0.36905 5.11182  0.127
49 H -1.45146 2.39215 6.01832  0.114
50 H -2.55146 3.99255 4.50972  0.116
51 H -2.50096 3.63795 2.06952  0.108
52 H -3.74026 1.71955 -0.74378  0.103
53 H -4.97236 3.51185 -1.92168  0.110
54 H -3.92316 5.72725 -2.21858  0.110
55 H -1.65706 6.15305 -1.34308  0.111
56 H -0.42986 4.37125 -0.16648  0.110
57 H 0.50214 1.51445 -1.87388  0.111
58 H 2.84294 2.14555 -2.37628  0.111
59 H 4.27734 3.07875 -0.59868  0.108
60 H 3.41614 3.28505 1.70462  0.110
61 H 1.10504 2.66375 2.23272  0.109

# C31H24Cl2N2O6Ti

A structure of composition C31H24Cl2N2O6Ti at a distorted geometry (ωB97M-V with the def2-TZVPD basis set, the Open Molecules 2025 dataset).

Properties
Kohn-Sham gap ... 7.8 eV
Lowest unoccupied orbital energy ... -0.107 eV

Each line ends with the Löwdin charge.
Atoms and positions in Å:
1 Ti 0.23295 -0.15702 0.66876  1.212
2 O -1.01939 -0.50592 2.08726  -0.149
3 C -2.22962 -0.10001 2.38529  -0.313
4 C -3.12120 -0.95928 3.04591  0.001
5 C -4.39127 -0.53940 3.36617  -0.069
6 C -4.82758 0.75754 3.05846  -0.091
7 C -3.95598 1.61214 2.42555  -0.041
8 C -2.66436 1.19621 2.06785  -0.137
9 C -1.77422 2.14311 1.44168  -0.060
10 N -0.61312 1.90405 0.96690  -0.003
11 C 0.11251 3.08274 0.45181  -0.158
12 C 1.48795 2.65432 -0.02599  -0.174
13 N 1.87865 1.49102 0.74828  -0.018
14 C 3.09098 1.35977 1.11013  -0.048
15 C 3.60726 0.20738 1.82385  -0.159
16 C 4.97192 0.10925 2.10345  -0.046
17 C 5.48128 -0.98649 2.76670  -0.093
18 C 4.60307 -1.99880 3.16745  -0.075
19 C 3.24985 -1.91298 2.90846  -0.008
20 C 2.73389 -0.81073 2.22190  -0.336
21 O 1.43855 -0.71733 1.98727  -0.168
22 H -2.78128 -1.96055 3.27992  0.122
23 H -5.06744 -1.22521 3.86410  0.105
24 H -5.82515 1.08149 3.32475  0.098
25 H -4.26324 2.62433 2.17961  0.112
26 H -2.14757 3.16919 1.39462  0.140
27 H 0.20283 3.81623 1.25321  0.122
28 H -0.44074 3.53024 -0.37120  0.121
29 H 2.20829 3.46929 0.05587  0.122
30 H 1.42312 2.35109 -1.06655  0.099
31 H 3.80602 2.14916 0.86931  0.136
32 H 5.63029 0.91167 1.78536  0.112
33 H 6.54056 -1.06236 2.97554  0.099
34 H 4.99157 -2.86533 3.68997  0.104
35 H 2.55824 -2.68760 3.21696  0.122
36 C -0.79476 -4.43552 0.60258  0.012
37 C -0.94623 -2.96244 0.35124  -0.319
38 O 0.08377 -2.28285 0.41448  -0.018
39 C -2.24812 -2.41598 0.00952  -0.099
40 C -3.40086 -3.22280 0.04735  -0.035
41 C -4.62052 -2.74729 -0.35821  -0.088
42 C -4.70395 -1.43501 -0.85513  -0.065
43 C -3.59653 -0.62680 -0.91348  0.007
44 C -2.34850 -1.08222 -0.44212  -0.303
45 O -1.32982 -0.26837 -0.44777  -0.149
46 H 0.25540 -4.65228 0.77299  0.090
47 H -1.16359 -5.01796 -0.24227  0.095
48 H -1.36888 -4.72223 1.48694  0.095
49 H -3.32456 -4.24021 0.41290  0.108
50 H -5.50254 -3.37195 -0.30743  0.099
51 H -5.65898 -1.05419 -1.19759  0.106
52 H -3.64374 0.38804 -1.28932  0.123
53 Cl 4.27111 -0.88082 -5.88184  0.655
54 C 3.32043 -0.70210 -4.43182  -0.665
55 C 3.69203 -1.38062 -3.28278  -0.124
56 C 2.94943 -1.24052 -2.13279  -0.543
57 Cl 3.41803 -2.14761 -0.73697  0.799
58 C 1.82354 -0.38473 -2.05784  -0.299
59 O 1.16370 -0.28985 -0.93917  -0.188
60 C 1.46248 0.28400 -3.25472  -0.098
61 C 0.30190 1.19632 -3.42776  -0.201
62 O -0.31192 1.78854 -2.57859  0.058
63 C 2.20947 0.09953 -4.41954  -0.076
64 H 4.55427 -2.03391 -3.28875  0.108
65 H 0.06035 1.37664 -4.49608  0.124
66 H 1.90067 0.60676 -5.32729  0.112

Quick rundown of E, same order as above: -118690.7936, -62635.9463, -95966.8381 eV